Density functional theory data (the ωB97M-V functional and the def2-TZVPD basis) for a cluster of 2 separate species, C4H12 in total.

Summary:
SMILES string	CC.CC
E_LUMO	1.14	eV
largest force on an atom	4.418	eV/A
frontier orbital gap	12.47	eV
total energy	-159.526869	hartree

```
! wB97M-V def2-TZVPD RIJCOSX def2/J DEFGRID3
* xyz 0 1
C -0.094 -1.940 -0.482
C -0.139 -1.169 -1.857
H -0.579 -1.507 0.376
H -0.785 -2.684 -0.571
H 0.995 -2.275 -0.177
H -1.065 -0.642 -1.931
H -0.324 -1.917 -2.511
H 0.755 -0.724 -2.165
C 0.503 1.434 0.558
C -0.206 1.719 1.842
H 1.407 1.954 0.251
H 0.749 0.446 0.347
H -0.182 1.791 -0.353
H -0.572 2.705 1.916
H 0.279 1.585 2.704
H -1.060 1.005 1.752
*
```

These are the natural (NBO) partial charges, in e, on atoms 1 to 2:
1. C -0.61
2. C -0.61